Entry 1:
DFT (ωB97M-V/def2-TZVPD) results for C2H3NO2S in the gas phase in a non-equilibrium geometry.

Positions of all 9 atoms, in Å:
O  2.59  0.33  0.05
C  1.52  -0.09  -0.34
N  0.59  -0.76  0.47
S  -0.95  -1.16  -0.05
C  -1.75  0.49  -0.04
O  -1.14  1.48  0.19
H  1.19  0.03  -1.38
H  0.76  -0.67  1.48
H  -2.80  0.34  -0.38

Calculated values
Energy relative to the best compared isomer or geometry (same formula, charge and spin) = 1.0836 eV
Molar mass = 105.12 g mol⁻¹
Multiplicity = 1
Charge = 0
Total energy = -681.419498 Eh

natural (NBO) population analysis, charges in e, atoms 1 to 5:
1. O -0.557
2. C 0.540
3. N -0.805
4. S 0.376
5. C 0.266


Entry 2:
DFT (ωB97M-V/def2-TZVPD) results for C2H3NO2S in the gas phase in a non-equilibrium geometry.

Positions of all 9 atoms, in Å:
C  -2.36  -0.48  -0.03
C  0.62  0.62  0.04
N  -0.96  -0.99  -0.11
O  -3.33  -1.23  -0.02
O  0.13  -0.47  0.61
S  -2.43  1.24  0.03
H  1.44  1.09  0.57
H  0.39  0.93  -0.93
H  -0.76  -1.94  -0.01

Calculated values
Energy relative to the best compared isomer or geometry (same formula, charge and spin) = 5.2593 eV
Molar mass = 105.12 g mol⁻¹
Multiplicity = 1
Charge = 0
Total energy = -681.266043 Eh

natural (NBO) population analysis, charges in e, atoms 1 to 5:
1. C 0.431
2. C 0.181
3. N -0.392
4. O -0.567
5. O -0.264


Entry 3:
DFT (ωB97M-V/def2-TZVPD) results for C2H3NO2S in the gas phase in a non-equilibrium geometry.

Positions of all 9 atoms, in Å:
O  -0.31  -2.09  -0.91
C  0.12  -1.14  -0.26
S  1.90  -0.92  -0.34
C  -0.81  -0.23  0.56
N  -0.96  1.04  0.43
O  -0.05  1.52  -0.52
H  2.00  0.15  0.51
H  -1.52  -0.74  1.17
H  -0.36  2.41  -0.65

Calculated values
Energy relative to the best compared isomer or geometry (same formula, charge and spin) = 2.7942 eV
Molar mass = 105.12 g mol⁻¹
Multiplicity = 1
Charge = 0
Total energy = -681.356635 Eh

natural (NBO) population analysis, charges in e, atoms 1 to 5:
1. O -0.521
2. C 0.365
3. S 0.025
4. C -0.068
5. N -0.074


Entry 4:
DFT (ωB97M-V/def2-TZVPD) results for C2H3NO2S2 in the gas phase in a non-equilibrium geometry.

Positions of all 10 atoms, in Å:
N  -1.18  1.02  -0.03
C  -1.14  -0.30  0.02
S  -2.38  -1.35  0.05
C  0.38  -1.01  -0.01
S  1.72  -0.05  0.13
O  3.02  -0.65  -0.02
O  1.54  1.34  -0.23
H  -0.33  1.56  -0.14
H  -2.08  1.46  -0.12
H  0.44  -2.01  0.36

Calculated values
Energy relative to the best compared isomer or geometry (same formula, charge and spin) = 2.3212 eV
Molar mass = 137.19 g mol⁻¹
Multiplicity = 1
Charge = 0
Total energy = -1079.535476 Eh

natural (NBO) population analysis, charges in e, atoms 1 to 5:
1. N -0.774
2. C 0.084
3. S -0.097
4. C -0.641
5. S 2.034


Entry 5:
DFT (ωB97M-V/def2-TZVPD) results for 2 unconnected molecules or ions with the total composition C2H3NO2S2 in a non-equilibrium geometry.

Positions of all 10 atoms, in Å:
C  -3.18  0.94  -1.13
C  -2.02  0.89  -1.58
N  3.26  -1.00  1.20
O  3.38  -2.16  0.98
O  2.17  -0.44  1.38
S  0.49  -1.07  1.48
S  -0.33  1.16  -1.97
H  -4.13  0.87  -0.86
H  0.20  0.24  1.43
H  0.16  0.57  -0.93

Calculated values
Energy relative to the best compared isomer or geometry (same formula, charge and spin) = 6.2458 eV
Molar mass = 137.19 g mol⁻¹
Multiplicity = 3
Charge = 0
Total energy = -1079.269025 Eh

natural (NBO) population analysis, charges in e, atoms 1 to 5:
1. C -0.202
2. C -0.232
3. N 0.351
4. O -0.328
5. O -0.514


Entry 6:
DFT (ωB97M-V/def2-TZVPD) results for C2H3NO3 in the gas phase in a non-equilibrium geometry.

Positions of all 9 atoms, in Å:
N  1.25  1.22  -0.33
C  0.79  -0.08  -0.12
O  1.32  -1.25  0.44
C  -0.60  -0.19  -0.11
O  -1.24  -1.13  -0.42
O  -1.39  1.03  0.48
H  2.38  1.25  0.05
H  0.60  1.97  -0.41
H  -2.33  0.70  0.10

Calculated values
Energy relative to the best compared isomer or geometry (same formula, charge and spin) = 3.5126 eV
Molar mass = 89.05 g mol⁻¹
Multiplicity = 1
Charge = 0
Total energy = -358.400591 Eh

natural (NBO) population analysis, charges in e, atoms 1 to 5:
1. N -0.784
2. C 0.500
3. O -0.544
4. C 0.689
5. O -0.468


Entry 7:
DFT (ωB97M-V/def2-TZVPD) results for a molecular structure, C2H3NO3 in a non-equilibrium geometry.

Positions of all 9 atoms, in Å:
O  -1.72  0.41  1.02
C  -1.43  0.23  -0.15
N  -0.33  -0.52  -0.47
C  1.43  -0.12  0.04
O  1.28  0.32  1.25
O  2.21  0.21  -0.79
H  -1.96  0.41  -1.07
H  0.21  -0.99  -1.16
H  0.31  0.06  1.35

Calculated values
Energy relative to the best compared isomer or geometry (same formula, charge and spin) = 3.4739 eV
Molar mass = 89.05 g mol⁻¹
Multiplicity = 1
Charge = 0
Total energy = -358.402013 Eh

natural (NBO) population analysis, charges in e, atoms 1 to 5:
1. O -0.584
2. C 0.516
3. N -0.837
4. C 0.933
5. O -0.641


Entry 8:
DFT (ωB97M-V/def2-TZVPD) results for 2 unconnected molecules or ions with the total composition C2H3NO3 in a non-equilibrium geometry.

Positions of all 9 atoms, in Å:
C  0.90  0.72  0.34
C  -1.54  -0.07  -0.15
N  1.46  -0.38  -0.19
O  1.00  1.77  0.88
O  1.77  -1.10  0.74
O  1.48  -0.58  -1.37
H  -1.85  -0.32  -1.12
H  -1.81  0.84  0.25
H  -1.41  -0.88  0.63

Calculated values
Energy relative to the best compared isomer or geometry (same formula, charge and spin) = 8.5859 eV
Molar mass = 89.05 g mol⁻¹
Multiplicity = 1
Charge = 0
Total energy = -358.214149 Eh

natural (NBO) population analysis, charges in e, atoms 1 to 5:
1. C 0.707
2. C -0.511
3. N 0.377
4. O -0.410
5. O -0.361